Computed, not measured: a 2-piece molecular cluster, C4H12 overall, with wB97M-V/def2-TZVPD.

Results
Molecular weight ... 60.14 g mol⁻¹
HOMO energy ... -10.97 eV

The geometry in ORCA input format:
```
! RIJCOSX wB97M-V def2-TZVPD def2/J DEFGRID3
* xyz 0 1
H -2.15679 1.44402 2.72693
H 2.78857 -0.97748 -2.07678
H -0.15536 -0.87776 -1.36704
C 1.77605 -0.64969 -2.32176
C -1.60318 1.39231 1.77216
H 1.84895 0.37861 -2.68900
H -1.66242 -0.78893 1.17366
H 1.42661 -1.23728 -3.16287
H -0.84064 2.16618 1.88844
H -0.04673 -0.12252 1.22882
H -2.41226 1.74691 1.12488
C -1.04426 0.01872 1.60714
C 0.89298 -0.71438 -1.08218
H -1.05850 -0.56115 2.54003
H 1.06882 -1.57333 -0.42260
H 0.91196 0.20010 -0.49360
*
```

Atom charges from the Löwdin analysis, given in e for atoms 1 to 6: number 1, H, carries 0.06; number 2, H, carries 0.06; number 3, H, carries 0.07; number 4, C, carries -0.17; number 5, C, carries -0.17; number 6, H, carries 0.06

***

Computed, not measured: a 2-piece molecular cluster, C4H12 overall, with wB97M-V/def2-TZVPD.

Results
Molecular weight ... 60.14 g mol⁻¹
HOMO energy ... -11.34 eV

The geometry in ORCA input format:
```
! RIJCOSX wB97M-V def2-TZVPD def2/J DEFGRID3
* xyz 0 1
H 2.68237 -1.52415 1.41952
H 1.21887 0.45397 0.25952
H -0.53977 1.60781 -0.63092
H 2.51499 -0.00170 2.45942
H -1.78750 0.66153 0.14202
H -2.27407 -0.53801 -2.07179
H 1.46524 -1.64300 2.55604
C 0.91965 -0.31034 0.92652
C 2.02402 -0.84436 1.88037
H 0.75923 -1.02027 0.10358
H -0.55177 -0.62676 -1.77416
H -1.18076 0.50843 -2.97366
C -1.37188 0.10440 -1.97394
H -2.31218 1.79594 -1.00819
H 0.02724 0.00721 1.32654
C -1.57543 1.10346 -0.80093
*
```

Atom charges from the Löwdin analysis, given in e for atoms 1 to 6: number 1, H, carries 0.02; number 2, H, carries 0.04; number 3, H, carries 0.09; number 4, H, carries 0.08; number 5, H, carries 0.04; number 6, H, carries 0.06

***

Computed, not measured: a 2-piece molecular cluster, C4H12 overall, with wB97M-V/def2-TZVPD.

Results
Molecular weight ... 60.14 g mol⁻¹
HOMO energy ... -11.15 eV

The geometry in ORCA input format:
```
! RIJCOSX wB97M-V def2-TZVPD def2/J DEFGRID3
* xyz 0 1
H 0.54693 -3.41384 0.65966
C -0.42877 1.47201 -0.28068
H 0.67981 3.58713 -0.55431
C -0.63382 -1.59951 0.91745
C 0.43853 -2.41147 0.19776
H -0.26686 1.23555 0.74008
H -1.21173 -2.11839 1.63297
H 0.62561 2.44189 -1.95275
H -1.38691 -1.09733 0.42002
H -1.43947 2.00458 -0.24071
C 0.61578 2.48879 -0.81861
H -0.08452 -0.79101 1.58718
H 1.45242 -1.83850 0.11663
H 1.68170 2.09067 -0.63528
H 0.07881 -2.54514 -0.85529
H -0.62610 0.74551 -1.01370
*
```

Atom charges from the Löwdin analysis, given in e for atoms 1 to 6: number 1, H, carries 0.06; number 2, C, carries -0.18; number 3, H, carries 0.07; number 4, C, carries -0.20; number 5, C, carries -0.17; number 6, H, carries 0.03

***

Computed, not measured: a 2-piece molecular cluster, C4H12 overall, with wB97M-V/def2-TZVPD.

Results
Molecular weight ... 60.14 g mol⁻¹
HOMO energy ... -11.10 eV

The geometry in ORCA input format:
```
! RIJCOSX wB97M-V def2-TZVPD def2/J DEFGRID3
* xyz 0 1
H -2.02693 2.41728 -1.06349
H 0.24376 -2.73755 -1.13956
H -2.22027 1.76305 0.54332
H -1.51322 3.53212 0.00925
H 0.59124 2.50013 -0.34741
H 1.03059 -1.72274 1.51328
H -0.55988 -1.86764 -0.06119
C 0.36902 -1.96937 -0.46591
H -0.09211 0.91148 -0.70075
H 1.51101 -3.33790 0.82885
C -0.13930 1.83808 0.01145
H 0.05566 1.61575 1.07608
H 2.42614 -1.95699 0.37276
C -1.64236 2.39445 -0.09707
H 0.61329 -1.09761 -1.06741
C 1.35335 -2.28253 0.58780
*
```

Atom charges from the Löwdin analysis, given in e for atoms 1 to 6: number 1, H, carries 0.02; number 2, H, carries 0.04; number 3, H, carries 0.05; number 4, H, carries 0.09; number 5, H, carries 0.02; number 6, H, carries 0.08

***

Computed, not measured: a 2-piece molecular cluster, C4H12 overall, with wB97M-V/def2-TZVPD.

Results
Molecular weight ... 60.14 g mol⁻¹
HOMO energy ... -11.70 eV

The geometry in ORCA input format:
```
! RIJCOSX wB97M-V def2-TZVPD def2/J DEFGRID3
* xyz 0 1
C 1.10375 0.35610 -1.51208
H -1.96564 -0.93564 2.03426
H 2.44454 -0.09022 0.15440
H -2.42182 -0.84558 0.35464
C -1.31736 0.86165 1.10135
H 2.53987 -1.27904 -1.13711
H -0.31638 1.08706 0.76155
C 1.90958 -0.59656 -0.59480
H 1.32522 1.40834 -1.33761
H -1.60123 1.26540 2.06252
H 0.02744 0.24021 -1.44897
H 1.14507 -1.14690 -0.04972
C -1.60595 -0.67150 1.04449
H -0.75605 -1.25133 0.71761
H 1.44528 0.22517 -2.54078
H -1.95633 1.37284 0.39025
*
```

Atom charges from the Löwdin analysis, given in e for atoms 1 to 6: number 1, C, carries -0.16; number 2, H, carries 0.06; number 3, H, carries 0.04; number 4, H, carries 0.06; number 5, C, carries -0.15; number 6, H, carries 0.06

***

Computed, not measured: a 2-piece molecular cluster, C4H12 overall, with wB97M-V/def2-TZVPD.

Results
Molecular weight ... 60.14 g mol⁻¹
HOMO energy ... -11.53 eV

The geometry in ORCA input format:
```
! RIJCOSX wB97M-V def2-TZVPD def2/J DEFGRID3
* xyz 0 1
H -1.68539 -0.31367 -2.50800
H 0.80542 -0.50233 1.62360
C 1.54372 0.29919 1.62418
C -1.55305 0.01392 -1.47719
H -1.49965 -1.98912 -0.42902
H -0.55108 0.39975 -1.35624
H -1.41089 -0.56514 0.51088
H 2.33839 -0.20296 -0.34823
H 2.43716 -0.07071 2.13940
H 2.53098 1.50836 0.06581
C 1.88224 0.63534 0.17408
H -2.23173 0.86618 -1.36806
C -1.90931 -0.97760 -0.37432
H 1.00390 0.91205 -0.40087
H 1.27033 1.10054 2.30074
H -2.97106 -1.11379 -0.17675
*
```

Atom charges from the Löwdin analysis, given in e for atoms 1 to 6: number 1, H, carries 0.06; number 2, H, carries 0.05; number 3, C, carries -0.16; number 4, C, carries -0.16; number 5, H, carries 0.06; number 6, H, carries 0.02

***

Computed, not measured: a 2-piece molecular cluster, C4H12 overall, with wB97M-V/def2-TZVPD.

Results
Molecular weight ... 60.14 g mol⁻¹
HOMO energy ... -11.17 eV

The geometry in ORCA input format:
```
! RIJCOSX wB97M-V def2-TZVPD def2/J DEFGRID3
* xyz 0 1
H -1.18750 -2.31072 2.67197
C -1.50868 -1.35404 2.17742
H 0.13859 0.55735 -2.10580
C -1.19694 -1.15579 0.71676
H -2.11737 -1.22717 0.10684
C 1.61497 1.55705 -0.76897
H -0.70082 -0.15561 0.62801
H 2.62992 1.45121 -0.67309
H 1.19337 0.95333 -0.00158
C 1.12328 1.00569 -2.11431
H 1.70163 0.15583 -2.52714
H 1.02086 1.80022 -2.85566
H 1.20320 2.58907 -0.68881
H -2.57823 -1.52138 2.30624
H -0.48616 -1.98549 0.34335
H -1.01326 -0.62413 2.73030
*
```

Atom charges from the Löwdin analysis, given in e for atoms 1 to 6: number 1, H, carries 0.08; number 2, C, carries -0.20; number 3, H, carries 0.04; number 4, C, carries -0.18; number 5, H, carries 0.06; number 6, C, carries -0.14

***

Computed, not measured: a 2-piece molecular cluster, C4H12 overall, with wB97M-V/def2-TZVPD.

Results
Molecular weight ... 60.14 g mol⁻¹
HOMO energy ... -11.21 eV

The geometry in ORCA input format:
```
! RIJCOSX wB97M-V def2-TZVPD def2/J DEFGRID3
* xyz 0 1
H 0.42069 -1.81732 -0.73759
H -0.24494 3.34013 0.11493
C 1.03978 -2.49455 -0.06550
H 1.99031 -2.32924 1.77891
H -1.23307 2.45150 0.81991
H 0.51444 -3.50913 -0.09504
H -1.93534 1.57437 -1.79102
H -0.10825 1.37654 -1.45904
C -1.16771 2.73813 -0.18372
H 0.36158 -1.61235 1.99097
H 1.44770 -0.73377 1.02616
H -1.86177 3.46273 -0.57814
C 1.21516 -1.74819 1.22040
H 2.04278 -2.71753 -0.56196
C -1.06879 1.47558 -0.98865
H -1.50473 0.68835 -0.40323
*
```

Atom charges from the Löwdin analysis, given in e for atoms 1 to 6: number 1, H, carries 0.07; number 2, H, carries 0.09; number 3, C, carries -0.21; number 4, H, carries 0.07; number 5, H, carries 0.03; number 6, H, carries 0.08

***

Computed, not measured: a 2-piece molecular cluster, C4H12 overall, with wB97M-V/def2-TZVPD.

Results
Molecular weight ... 60.14 g mol⁻¹
HOMO energy ... -11.47 eV

The geometry in ORCA input format:
```
! RIJCOSX wB97M-V def2-TZVPD def2/J DEFGRID3
* xyz 0 1
H -1.07651 2.53895 -0.86928
H -0.89459 -3.32258 0.03810
C 0.04427 -1.39493 0.28724
H -0.42893 2.21343 0.76622
H 0.34480 3.48510 -0.24425
H -0.11853 -3.01786 1.70620
H 1.31145 0.97931 -0.04444
H 0.25517 0.73236 -1.43710
C 0.79606 1.46802 -0.86553
H 0.25873 -0.69137 1.10764
C -0.18293 2.53169 -0.24853
H -1.67343 -2.31232 1.10264
C -0.65161 -2.63206 0.84530
H 1.50527 2.00056 -1.48772
H -0.52535 -0.97782 -0.55139
H 1.03614 -1.60045 -0.10510
*
```

Atom charges from the Löwdin analysis, given in e for atoms 1 to 6: number 1, H, carries 0.06; number 2, H, carries 0.06; number 3, C, carries -0.20; number 4, H, carries 0.05; number 5, H, carries 0.06; number 6, H, carries 0.06

***

Computed, not measured: a 2-piece molecular cluster, C4H12 overall, with wB97M-V/def2-TZVPD.

Results
Molecular weight ... 60.14 g mol⁻¹
Expectation value of S² ... 0.75
HOMO energy (spin up / spin down) ... -14.45 / -14.45 eV

The geometry in ORCA input format:
```
! RIJCOSX wB97M-V def2-TZVPD def2/J DEFGRID3
* xyz 1 2
H 3.28789 0.49001 -0.32999
H -3.41934 0.60458 -2.01077
C 2.33643 -0.54958 1.35089
H -3.53264 0.34756 -0.05111
H -1.22979 -0.34176 -0.26887
H -2.64254 1.55171 -0.74822
C -2.97274 0.51091 -1.01288
H -1.52725 -0.84105 -1.92524
C -2.01980 -0.70791 -0.96049
C 2.60026 0.70020 0.47962
H 1.61949 1.05577 0.15721
H 3.02769 1.43731 1.15843
H 3.21808 -0.81097 1.94026
H 2.16494 -1.43203 0.72894
H -2.45341 -1.63335 -0.58513
H 1.54273 -0.38139 2.07737
*
```

Atom charges from the Löwdin analysis, given in e for atoms 1 to 6: number 1, H, carries 0.06; number 2, H, carries 0.15; number 3, C, carries -0.18; number 4, H, carries 0.18; number 5, H, carries 0.15; number 6, H, carries 0.17

***

Computed, not measured: a 2-piece molecular cluster, C4H12 overall, with wB97M-V/def2-TZVPD.

Results
Molecular weight ... 60.14 g mol⁻¹
Expectation value of S² ... 0.75
HOMO energy (spin up / spin down) ... -17.23 / -15.64 eV

The geometry in ORCA input format:
```
! RIJCOSX wB97M-V def2-TZVPD def2/J DEFGRID3
* xyz 1 2
C -0.70479 0.70671 2.06412
H -0.61627 1.39395 2.91229
H -1.08748 0.67630 -2.20137
H 0.31344 -1.07895 -3.22320
H -1.73831 0.41347 1.87280
C 0.79734 -0.37335 -2.50074
H 1.16306 -0.18244 2.57520
C 0.21647 -0.46104 2.11524
H 0.09480 0.78547 -0.82238
C -0.32152 0.11837 -1.66640
H -0.21500 -1.33340 2.62437
H -0.44934 1.40838 1.19204
H 1.52245 -0.99678 -1.97250
H 0.46974 -0.80981 1.10271
H 1.33510 0.40339 -3.04328
H -0.80938 -0.67540 -1.08787
*
```

Atom charges from the Löwdin analysis, given in e for atoms 1 to 6: number 1, C, carries -0.07; number 2, H, carries 0.12; number 3, H, carries 0.10; number 4, H, carries 0.15; number 5, H, carries 0.10; number 6, C, carries -0.08

***

Computed, not measured: C4H12AlO as an isolated structure, with wB97M-V/def2-TZVPD.

Results
Molecular weight ... 103.12 g mol⁻¹
HOMO energy ... -4.73 eV

The geometry in ORCA input format:
```
! RIJCOSX wB97M-V def2-TZVPD def2/J DEFGRID3
* xyz -1 1
H -0.59717 0.58710 0.82286
Al 0.25913 3.03415 1.04732
H -1.24531 -0.43560 -0.95853
H 0.06013 3.13946 2.67235
H -0.58898 -2.17198 0.85872
C -0.54691 -1.26122 -1.10757
H -0.65892 -1.60402 -2.13918
H 1.35889 -1.20836 -0.07151
H -1.05626 3.66344 0.30878
H 1.47106 -0.82634 -1.80052
H -1.97157 -2.60349 -0.15443
O 0.86914 0.69296 -0.64944
H 1.61569 3.82428 0.61308
C -0.89658 -2.40904 -0.16104
C 0.86440 -0.67833 -0.90270
H -0.40089 -3.33857 -0.45309
C 0.39945 1.03697 0.66706
H 1.06471 0.55859 1.40784
*
```

Atom charges from the Löwdin analysis, given in e for atoms 1 to 6: number 1, H, carries 0.03; number 2, Al, carries 0.14; number 3, H, carries 0.10; number 4, H, carries -0.16; number 5, H, carries 0.07; number 6, C, carries -0.24

***

Computed, not measured: C4H12B3ClNO5PTb as an isolated structure, with wB97M-V/def2-TZVPD.

Results
Molecular weight ... 411.93 g mol⁻¹
Expectation value of S² ... 13.03
HOMO energy (spin up / spin down) ... -17.09 / -17.09 eV

The geometry in ORCA input format:
```
! RIJCOSX wB97M-V def2-TZVPD def2/J DEFGRID3
* xyz 3 7
H 3.90725 1.93506 0.25694
N 3.12332 1.41855 2.06911
H -1.61142 1.96653 -1.82699
H -4.26979 -0.09162 0.30877
H -2.89556 -0.02562 -1.91251
H 1.33297 -4.08991 1.19801
H -3.62707 1.29232 1.82755
C -2.50934 0.20220 -0.91726
H -4.31472 1.35759 -0.67093
B 1.25087 -1.21144 -0.95481
C -3.65709 0.73564 -0.05687
H -1.30031 1.82188 -0.11947
Tb -0.47158 -5.68209 0.65836
O 2.25313 -0.52319 -0.30740
O 0.37479 -0.60307 -1.76458
H -2.14028 -0.74247 -0.49640
H 3.12442 2.12315 2.81085
C 2.90178 1.82956 0.74162
O 1.20662 1.45690 -1.09050
H 2.83780 0.50396 2.41624
O -3.13049 1.47935 1.03461
B 0.02804 0.72274 -1.34761
B 2.07911 0.86910 -0.25385
Cl 2.83852 -3.93020 -1.10605
H 2.50030 2.84865 0.75340
C -1.37726 1.23235 -1.04033
P 0.97523 -3.21930 -0.96493
O 0.57075 -3.67665 0.75504
*
```

Atom charges from the Löwdin analysis, given in e for atoms 1 to 6: number 1, H, carries 0.20; number 2, N, carries 0.32; number 3, H, carries 0.16; number 4, H, carries 0.12; number 5, H, carries 0.13; number 6, H, carries 0.01

***

no.,E (eV)
1,-4341.8245
2,-4341.5753
3,-4341.3306
4,-4341.3997
5,-4342.0734
6,-4342.2349
7,-4341.7070
8,-4341.0745
9,-4342.1113
10,-4330.6030
11,-4330.8645
12,-12986.7415
13,-62321.2056